Formula: C24H18AuClN3
Source: OMol25
Level of theory: the ωB97M-V functional and the def2-TZVPD basis

```
47
Properties=species:S:1:pos:R:3:forces:R:3
Au -0.511034 -0.666334 0.323679 -0.695 -0.107 0.332
C -0.050901 4.053711 3.756876 -0.175 0.593 -0.895
C -0.475086 3.769010 2.409853 0.634 0.689 1.692
C -0.423923 2.461407 2.039657 0.549 -1.350 0.456
C 0.006847 1.400897 2.895287 -0.446 -0.539 -0.263
C 0.387733 1.674694 4.237237 -0.708 0.607 -2.693
C 0.353236 3.016806 4.594732 0.306 0.151 1.026
N -0.009371 0.099371 2.330434 0.520 0.587 0.838
N 0.541067 -0.838293 3.115029 -0.213 1.254 0.189
C 0.649012 -2.071131 2.553232 -1.211 1.261 -1.713
C 1.332027 -3.044913 3.191244 0.700 -3.840 -1.080
C 1.504481 -4.283273 2.500460 1.327 -1.315 2.183
C 1.002800 -4.559096 1.245703 -0.278 0.791 0.935
C 0.233856 -3.572561 0.610147 1.369 -0.327 2.195
C 0.100725 -2.350897 1.258733 0.179 0.201 -1.262
H 0.058699 5.097127 4.115566 -0.313 -0.780 -0.273
H -0.776732 4.547300 1.687359 0.223 -0.392 0.592
H -0.597583 2.149720 1.040921 -0.259 0.026 -0.604
H 0.736746 0.818376 4.752680 0.268 -0.255 1.036
H 0.678902 3.268335 5.615351 -0.126 0.050 -0.456
H 1.737247 -3.003118 4.163088 0.320 0.588 0.972
H 2.069516 -5.156147 3.053051 -1.016 1.890 -1.034
H 1.155695 -5.519831 0.798489 0.058 -0.368 -0.223
H -0.115848 -3.951594 -0.300625 -1.042 0.789 -1.541
C -1.112055 -1.702509 -1.275819 -1.052 0.144 -0.449
C -0.212215 -1.685594 -2.345863 1.620 -0.284 0.001
C 1.228543 -1.698710 -2.164458 -0.416 -0.189 -0.802
C 2.158433 -1.741769 -3.185549 -0.016 0.293 0.096
C 1.752705 -1.570368 -4.529243 -0.589 0.380 -0.257
C 0.369089 -1.514029 -4.720483 -0.509 -0.962 0.234
C -0.579853 -1.729388 -3.713071 1.050 0.842 -0.426
H 1.573488 -1.746009 -1.160856 0.354 -0.106 0.707
H 3.175992 -1.896049 -2.835437 0.142 0.223 -0.529
H 2.324037 -1.404383 -5.464624 0.295 -0.373 1.161
H 0.003031 -1.469563 -5.737651 -0.071 0.179 -0.149
H -1.601059 -1.749320 -3.987863 -1.003 -0.096 -0.123
Cl -4.077572 3.938395 -1.017003 0.252 -0.110 0.010
C -2.654780 3.022296 -1.442459 0.280 -0.033 -0.481
C -1.975785 3.301174 -2.636318 0.526 -1.714 1.358
C -0.856547 2.508600 -2.931029 -1.593 0.681 0.904
C -0.517751 1.498656 -2.063444 0.720 -1.870 0.225
N -1.221672 1.151772 -0.964804 0.238 1.801 -0.259
C -2.247233 1.971863 -0.631261 0.566 -0.795 -0.778
H -2.357579 4.019650 -3.296897 -0.307 0.995 -0.777
H -0.339298 2.618682 -3.842722 0.651 0.206 -0.771
H 0.332349 0.825026 -2.313545 -0.708 0.556 0.275
H -2.752383 1.712008 0.272215 -0.400 0.032 0.424
```
Forces are in eV/Å.

HOMO level (alpha / beta): -2.840 / -3.255 eV
2S+1: 3
Energy above the lowest of the compared OMol25 structures with the same formula, charge and spin: 90.58 kJ/mol
Total charge: -1
Calculated total energy: -1685.32370 hartree

Charge distribution, Mulliken scheme, values in e: number 1, Au, carries 1.100; number 2, C, carries -0.503; number 3, C, carries -0.426; number 4, C, carries 0.115; number 5, C, carries 0.265; number 6, C, carries -0.687; number 7, C, carries -0.362; number 8, N, carries 0.059; number 9, N, carries -0.724; number 10, C, carries -0.102; number 11, C, carries -0.532; number 12, C, carries -0.186; number 13, C, carries -0.836; number 14, C, carries -0.269; number 15, C, carries 0.198; number 16, H, carries 0.284; number 17, H, carries 0.356; number 18, H, carries 0.141; number 19, H, carries 0.472; number 20, H, carries 0.284; number 21, H, carries 0.490; number 22, H, carries 0.140; number 23, H, carries 0.410; number 24, H, carries 0.573; number 25, C, carries -1.561; number 26, C, carries 1.169; number 27, C, carries -0.125; number 28, C, carries -0.527; number 29, C, carries -0.599; number 30, C, carries -0.275; number 31, C, carries -0.902; number 32, H, carries 0.261; number 33, H, carries 0.343; number 34, H, carries 0.297; number 35, H, carries 0.351; number 36, H, carries 0.458; number 37, Cl, carries -0.232; number 38, C, carries 0.090; number 39, C, carries -0.267; number 40, C, carries -0.740; number 41, C, carries -0.274; number 42, N, carries -0.143; number 43, C, carries -0.546; number 44, H, carries 0.498; number 45, H, carries 0.475; number 46, H, carries 0.416; number 47, H, carries 0.574